DFT (ωB97M-V with the def2-TZVPD basis set) results for a structure of composition C30H49N5OPdTe at a distorted geometry.

Lowest unoccupied orbital energy (alpha / beta): -7.38 / -12.20 eV
Expectation value of S²: 8.793
Kohn-Sham gap (alpha / beta): 8.9103 / 4.0320 eV
HOMO (alpha / beta): -16.294 / -16.231 eV

Geometry as ORCA input:
```
! wB97M-V def2-TZVPD RIJCOSX def2/J DEFGRID3
* xyz 3 6
Te 0.4609 -1.9752 0.2244
Pd -1.9924 1.5169 0.3272
O -1.8149 -2.6102 0.9772
N -4.2828 1.9955 0.3845
N 0.3666 1.7941 0.6342
N -2.1097 3.8485 -0.0574
N -1.4713 -0.6211 0.0451
N -1.6784 1.4281 2.5753
C 1.9237 0.0433 -5.6877
C -4.8623 2.3323 1.6990
C 3.0398 -2.7052 1.9652
C 1.0012 -1.3374 -1.7480
C -2.2697 -1.5237 0.5357
C 4.2024 -3.3986 2.2814
C -3.4860 4.2516 -0.3986
C 2.3425 -3.0895 0.8249
C 0.0935 -1.5607 -2.7923
C -2.9308 1.6094 3.3203
C 1.6107 -0.4291 -4.3205
C 2.5987 -1.5795 2.8432
C 0.4131 -1.0947 -4.0597
C 0.9202 2.6870 -0.3893
C 4.6626 -4.4653 1.4953
C 3.2130 -0.4435 -0.8830
C -4.3836 3.0338 -0.6581
C 2.6993 -4.2189 0.0762
C -1.0383 4.2813 -0.9703
C -1.1972 -2.2881 -2.6302
C 5.9381 -5.1387 1.8118
C -3.8578 2.7197 2.7966
C -3.7687 -1.3102 0.5381
C 1.8297 -4.7090 -1.0299
C 2.2162 -0.6669 -1.9749
C 3.8692 -4.8794 0.4167
C 0.6562 2.0835 2.0422
C -0.6214 2.4101 2.8421
C -0.1362 3.1188 -1.4221
C 2.5029 -0.2355 -3.2603
H -3.2798 3.5888 2.4838
H -4.0501 -0.6477 1.3564
H -5.4492 1.4840 2.0595
H 0.3897 3.4505 -2.3186
H 4.7694 -3.1033 3.1522
H 1.5539 -1.3232 2.6346
H 2.7056 0.7968 -5.6903
H -4.0837 2.5698 -1.6046
H 1.3312 2.9430 2.1184
H -3.4633 0.6532 3.3239
H -4.0791 -0.8919 -0.4182
H 6.5198 -4.5913 2.5488
H -4.7870 1.1870 0.0217
H 1.1565 1.2246 2.5044
H -1.3091 0.4981 2.7882
H -0.4179 5.0477 -0.4936
H 4.1683 -5.7446 -0.1554
H 5.7514 -6.1419 2.2078
H 0.7779 -4.6622 -0.7265
H -0.7699 2.2475 -1.6932
H -1.8973 4.2053 0.8711
H -4.2467 -2.2740 0.6822
H 2.2699 -0.7990 -6.2919
H 1.3408 3.5750 0.0882
H -3.4962 4.8612 -1.3069
H -4.4684 3.0369 3.6436
H -5.5544 3.1741 1.5845
H 3.2342 -0.7059 2.6947
H 3.7999 -1.3522 -0.7406
H -0.3703 2.4358 3.9093
H -3.9171 4.8571 0.4015
H -5.4197 3.3848 -0.7579
H -2.0248 -1.5847 -2.7340
H 3.9048 0.3544 -1.1419
H 1.9638 -4.1013 -1.9282
H -1.4837 4.7317 -1.8603
H -1.2706 -2.7849 -1.6605
H 1.7292 2.1772 -0.9246
H -2.6898 1.8519 4.3626
H -0.2861 -1.2748 -4.8634
H 2.0702 -5.7384 -1.2847
H 2.7277 -0.2036 0.0668
H 1.0340 0.4195 -6.1875
H 6.5395 -5.2968 0.9158
H 2.6833 -1.8666 3.8890
H 0.5805 0.8188 0.4037
H -1.3067 -3.0295 -3.4199
H 3.4408 0.2649 -3.4525
H -0.9789 3.4064 2.5708
*
```


DFT (ωB97M-V with the def2-TZVPD basis set) results for a structure of composition C46H34CsF3N12O at a distorted geometry.

Energy relative to the best compared isomer or geometry (same formula, charge and spin): 194.4 kJ/mol
Lowest unoccupied orbital energy: -0.78 eV
Kohn-Sham gap: 5.5771 eV
HOMO: -6.353 eV

Geometry as ORCA input:
```
! wB97M-V def2-TZVPD RIJCOSX def2/J DEFGRID3
* xyz 0 1
Cs -2.2241 0.7643 1.7038
F -1.9834 3.0942 2.7096
F -3.8713 2.0018 3.1996
F -3.9207 3.8891 2.1081
O 10.7677 2.7514 -3.1740
N -1.7139 -0.3781 4.5702
N -3.6013 0.0693 -1.8734
N 5.3057 1.3834 -0.1007
N -2.2823 -4.0526 2.6203
N -4.9822 -0.2869 0.4015
N -1.9746 -2.9155 3.2833
N 0.8765 0.2645 1.7221
N -2.9288 -4.0518 -1.3345
N -2.7089 -2.8320 0.6606
N 4.4472 2.7542 -1.6185
N -4.7073 0.6154 -1.7922
N -0.1878 1.9266 -0.1490
C 0.0142 3.4998 -1.9401
C 8.0258 1.8645 -1.0074
C -2.7943 -5.3099 0.6835
C -0.9653 1.3090 -4.8918
C 5.5790 2.1678 -1.1158
C 11.0119 3.4545 -4.3779
C -5.7903 -0.5871 1.4098
C 3.6222 -0.1279 1.9667
C 9.4858 2.6688 -2.7403
C -2.8232 -1.4278 6.4031
C -7.1715 -0.4605 1.3449
C -3.0417 -7.7067 0.6463
C 1.7263 0.9190 0.9098
C -2.8645 -2.9041 -0.6085
C -2.9564 -5.2899 -0.7001
C 1.9836 2.5337 -0.9801
C 2.7430 -0.7764 2.7961
C -6.8988 0.3588 -0.8775
C -2.5779 -4.0255 1.3812
C -3.3090 3.3498 3.2445
C -2.7802 -2.5107 4.1720
C -2.7627 0.5435 -2.9252
C -2.4243 -1.3890 5.0712
C -2.2562 1.8310 -4.8831
C 1.3809 3.3891 -1.9133
C 3.1178 0.7441 0.9934
C 7.1163 3.0227 -2.8942
C -1.7917 0.7015 6.7020
C 8.3899 3.1760 -3.4280
C -5.5312 0.1819 -0.7129
C -0.5738 0.4065 -3.9151
C -3.1572 1.4542 -3.9035
C 1.3694 -0.5507 2.6315
C 3.3868 2.2915 -0.8754
C 9.2923 2.0102 -1.5248
C 1.1494 1.8168 -0.0969
C 3.9440 1.4482 0.0547
C -3.1907 -7.6722 -0.7385
C -1.4740 0.0208 -2.9343
C -3.1507 -6.4692 -1.4146
C -2.8462 -6.5332 1.3483
C -2.5037 -0.3624 7.2281
C -1.4090 0.6377 5.3711
C 6.9133 2.3720 -1.6853
C -7.7335 0.0132 0.1701
C -0.7290 2.7341 -1.0351
H -3.0819 -8.6511 1.1720
H 10.5472 2.9540 -5.2315
H -2.7188 -6.5343 2.4220
H 12.0898 3.4605 -4.5108
H -4.1628 1.8502 -3.8817
H -1.5487 1.5696 7.2978
H -7.7817 -0.7097 2.2011
H -3.3429 -8.5901 -1.2909
H -0.8425 1.4458 4.9204
H -2.5606 2.5291 -5.6521
H -3.3736 -2.2814 6.7775
H -0.4884 4.1467 -2.6455
H -5.3053 -0.9417 2.3132
H -3.0684 -4.0034 -2.3291
H -2.8113 -0.3615 8.2658
H 1.9908 3.9577 -2.6060
H 4.6924 -0.2728 2.0360
H 7.8680 1.3489 -0.0701
H -2.9799 -1.9825 -1.1697
H -3.2650 -6.4360 -2.4918
H -0.2663 1.6109 -5.6612
H 4.4080 3.4183 -2.3698
H 8.5088 3.6748 -4.3783
H 6.2789 3.4050 -3.4660
H -3.7323 -3.0177 4.3522
H 3.0911 -1.4603 3.5580
H -1.1864 -0.6697 -2.1508
H 10.1581 1.6187 -1.0077
H 10.6495 4.4835 -4.3171
H 0.4320 0.0070 -3.9107
H -8.8047 0.1358 0.0810
H -7.2732 0.7667 -1.8062
H 0.6388 -1.0629 3.2506
H -1.8147 2.7776 -1.0456
*
```


DFT (ωB97M-V with the def2-TZVPD basis set) results for the molecule C8H7NO at a distorted geometry.

Energy relative to the best compared isomer or geometry (same formula, charge and spin): 250.3 kJ/mol
SMILES string: O=C=C/C=C/n1cccc1
Lowest unoccupied orbital energy: 0.77 eV
Kohn-Sham gap: 8.6023 eV
HOMO: -7.837 eV

Geometry as ORCA input:
```
! wB97M-V def2-TZVPD RIJCOSX def2/J DEFGRID3
* xyz 0 1
O -2.9592 -2.0448 0.2850
N 0.5922 -0.0996 0.2763
C 2.5917 0.4590 -0.4931
C -2.9790 -0.9150 -0.0391
C 1.2726 0.5876 -0.7180
C -0.7831 0.0098 0.2985
C -1.5968 0.7658 -0.4352
C -3.0006 0.3675 -0.3044
C 2.7552 -0.3744 0.6399
C 1.5059 -0.6667 1.1184
H -3.7691 1.0657 -0.8202
H 3.5583 -0.5277 1.2379
H 1.3194 -1.2178 1.9782
H 0.7779 1.1989 -1.5202
H 3.3021 0.5993 -1.3629
H -1.1329 -0.6336 1.0648
H -1.4547 1.4259 -1.2060
*
```


DFT (ωB97M-V with the def2-TZVPD basis set) results for the molecule C44H36O4 at a distorted geometry.

Energy relative to the best compared isomer or geometry (same formula, charge and spin): 61.9 kJ/mol
SMILES string: COc1ccc(C(=C[C@@H](O/C(=C(/C(=O)c2ccccc2)c2ccccc2)c2ccccc2)c2ccccc2)c2ccc(OC)cc2)cc1
Lowest unoccupied orbital energy: 0.01 eV
Kohn-Sham gap: 7.6502 eV
HOMO: -7.643 eV

Geometry as ORCA input:
```
! wB97M-V def2-TZVPD RIJCOSX def2/J DEFGRID3
* xyz 0 1
O -2.1849 3.3868 6.2757
O -0.0841 -3.1254 -0.7279
O 4.7729 -2.2073 2.7973
O 0.2366 0.8229 -1.9134
C 1.1999 2.6680 -1.1592
C -2.7631 0.8869 -1.3374
C 3.7428 -2.2462 -3.5572
C 0.2560 -0.5501 -1.7933
C -3.4641 0.0217 -3.9075
C -0.9405 -0.9602 -1.2619
C -3.5874 -2.6317 -0.7884
C 3.6414 -1.5063 2.5293
C 3.5261 -0.2809 3.2296
C -2.4411 -4.2714 -2.1441
C -1.4536 2.8309 5.2728
C -0.8697 2.9400 2.9287
C 1.6728 4.6838 -3.0247
C -3.6717 -4.8081 -2.5358
C 0.6067 4.7941 -2.1242
C -2.5099 -0.6659 -3.1600
C 1.5880 -1.0641 1.3379
C 1.3594 -1.8195 -3.5817
C -2.1109 -0.2167 -1.8957
C -2.3969 -3.1200 -1.3358
C -0.8139 1.5767 5.3858
C 2.6087 3.6512 -2.8615
C 2.4804 0.5515 2.9350
C 1.4629 -1.2110 -2.3171
C -2.4667 2.5654 7.4268
C -0.2904 1.6574 3.0051
C -0.2453 1.0091 4.2604
C 2.3971 2.6776 -1.8875
C -4.0509 1.1816 -3.3868
C -1.3825 3.5473 4.0559
C -0.1572 1.3356 0.5453
C -3.6932 1.6087 -2.0964
C 5.1561 -3.3023 1.9471
C -4.8690 -4.2546 -2.0581
C 2.7197 -1.0816 -1.7007
C 0.3703 3.7885 -1.1658
C 0.7112 1.3014 -0.6368
C 0.3169 1.0496 1.8081
C 1.4817 0.1609 2.0140
C -1.0657 -2.4533 -1.0619
C -4.8189 -3.1748 -1.1657
C 3.8455 -1.6481 -2.2936
C 2.6442 -1.9243 1.6117
C 2.5051 -2.3132 -4.2070
H 4.6324 -2.6816 -4.0187
H 2.4249 1.5302 3.4180
H 6.1496 -3.5600 2.3191
H 4.2904 -0.0380 3.9664
H 0.8040 -1.3425 0.6176
H 3.1290 1.8854 -1.6954
H -2.5706 1.1449 -0.2946
H -3.7150 -5.6663 -3.2104
H -1.1473 1.7688 0.4595
H -0.4491 3.8569 -0.4459
H -0.8510 3.4615 1.9688
H 2.6826 -2.9015 1.1196
H 0.3829 -1.8410 -4.0734
H 4.4615 -4.1440 2.0702
H -5.7345 -2.7479 -0.7557
H -2.0593 -1.5866 -3.5467
H 1.8008 5.4092 -3.8351
H -2.9782 1.6359 7.1393
H -5.8381 -4.6686 -2.3503
H -3.5346 -1.7956 -0.0927
H 5.2041 -2.9916 0.8936
H -1.5409 2.3215 7.9642
H 2.8060 -0.5502 -0.7458
H -3.7444 -0.3564 -4.8949
H -3.1147 3.1864 8.0436
H -4.1343 2.4932 -1.6403
H -0.7812 1.0532 6.3413
H -4.7918 1.7367 -3.9680
H 4.7877 -1.6217 -1.7428
H 0.2427 0.0402 4.3539
H 1.6323 0.7894 -0.3557
H -0.0560 5.6604 -2.1577
H -1.7769 4.5573 4.0355
H -1.5111 -4.7252 -2.4956
H 3.5104 3.5966 -3.4743
H 2.4167 -2.7698 -5.1957
*
```


DFT (ωB97M-V with the def2-TZVPD basis set) results for the molecule C4H6O2 at a distorted geometry.

Energy relative to the best compared isomer or geometry (same formula, charge and spin): 209.5 kJ/mol
SMILES string: O=CC[C@H]1CO1
Lowest unoccupied orbital energy: 0.96 eV
Kohn-Sham gap: 10.9846 eV
HOMO: -10.021 eV

Geometry as ORCA input:
```
! wB97M-V def2-TZVPD RIJCOSX def2/J DEFGRID3
* xyz 0 1
O 1.0997 0.7258 -1.5226
O -0.1265 -1.3005 1.9113
C 0.3861 -0.5136 -1.6587
C -0.4013 0.6593 0.5341
C 0.6592 0.0691 -0.3527
C -0.6838 -0.2472 1.7139
H -1.4551 0.1216 2.4215
H 0.9241 -1.4272 -1.9328
H -0.0801 1.6357 0.9182
H 1.5239 -0.3261 0.1711
H -0.5033 -0.2232 -2.1972
H -1.3428 0.8264 -0.0062
*
```


DFT (ωB97M-V with the def2-TZVPD basis set) results for the ion C2H5BrO4PS with charge -1 at a distorted geometry.

Energy relative to the best compared isomer or geometry (same formula, charge and spin): 0.0 kJ/mol
Lowest unoccupied orbital energy: 3.19 eV
Kohn-Sham gap: 7.6779 eV
HOMO: -4.488 eV

Geometry as ORCA input:
```
! wB97M-V def2-TZVPD RIJCOSX def2/J DEFGRID3
* xyz -1 1
Br -3.6632 -1.7009 -0.3397
S -3.1749 0.3361 -0.3866
P -1.0731 0.8814 0.8900
O -1.6205 0.5554 -0.7720
O -1.6479 2.1894 1.2613
O -1.2944 -0.3991 1.6028
O 0.5063 1.0681 0.5005
C 1.8593 -0.3640 -0.9769
C 1.2420 -0.0698 0.4224
H 2.8002 0.1947 -1.2350
H 2.2995 -1.3870 -0.9857
H 2.0984 -0.1058 1.1575
H 0.6365 -0.9036 0.6140
H 1.0317 -0.2947 -1.7526
*
```


DFT (ωB97M-V with the def2-TZVPD basis set) results for a cluster of 2 separate species, C4H12N2 in total at a distorted geometry.

Energy relative to the best compared isomer or geometry (same formula, charge and spin): 175.8 kJ/mol
SMILES string: C=CN.CNC
Lowest unoccupied orbital energy: 0.87 eV
Kohn-Sham gap: 9.2772 eV
HOMO: -8.412 eV

Geometry as ORCA input:
```
! wB97M-V def2-TZVPD RIJCOSX def2/J DEFGRID3
* xyz 0 1
N -1.0881 2.2532 -2.3119
N 1.2970 -2.3489 1.3074
C -0.3373 4.2078 -1.0226
C 1.0664 -3.5402 0.4858
C -1.2479 3.3335 -1.4358
C 0.0779 -1.6596 1.7362
H 1.9122 -4.2044 0.6176
H -0.6038 4.9170 -0.2614
H -0.1571 2.1294 -2.6743
H -0.8202 -2.0301 1.2461
H 0.9485 -3.2266 -0.5583
H 0.6523 4.3462 -1.4381
H 1.7718 -2.6931 2.1285
H 0.0955 -3.9992 0.7023
H -1.4985 1.4268 -1.9104
H -2.2503 3.4174 -1.1070
H 0.1918 -0.5726 1.6664
H -0.0102 -1.7567 2.8295
*
```


DFT (ωB97M-V with the def2-TZVPD basis set) results for a structure of composition C23H20BrEuN7O5S4 at a distorted geometry.

Lowest unoccupied orbital energy (alpha / beta): 3.39 / 3.39 eV
Expectation value of S²: 15.774
Kohn-Sham gap (alpha / beta): 2.3016 / 4.4314 eV
HOMO (alpha / beta): 1.089 / -1.041 eV

Geometry as ORCA input:
```
! wB97M-V def2-TZVPD RIJCOSX def2/J DEFGRID3
* xyz -2 8
Eu 0.8845 0.7112 0.6152
Br 4.0462 -5.1546 4.7712
S 0.0889 3.3945 2.8945
S 2.6336 2.9846 0.7299
S -0.3744 1.4233 3.1026
S 2.1427 3.5648 2.6096
O 2.9554 -0.1629 0.8193
O 1.4171 -1.0891 2.1045
O -4.7631 -2.7207 2.9161
O 0.9585 0.9908 -1.6647
O 0.7075 -1.3495 -0.6498
N -0.6228 2.8593 -0.1391
N 5.9993 -2.3512 2.5021
N 0.9201 -0.0907 -2.3994
N -1.4614 -0.0312 0.4975
N -3.3391 6.6353 -2.7862
N 0.7881 -1.2735 -1.9268
N -2.3764 -2.0091 1.6232
C 0.9558 0.0614 -3.7969
C -1.8848 3.1547 0.1891
C -4.7332 -2.5429 1.5186
C 1.2066 -1.0280 -4.6264
C -3.3415 -2.8663 0.9664
C 5.0164 -1.6040 2.0307
C -0.6792 4.6607 -1.7219
C 4.3895 -3.6586 3.6447
C 5.6980 -3.3664 3.2902
C 0.7034 1.3185 -4.3388
C 1.2098 -0.8453 -5.9962
C 2.5973 -0.9662 1.7083
C -3.8349 -1.8763 3.5740
C -2.7443 5.8934 -2.1385
C 0.7044 1.4853 -5.7117
C 0.9686 0.4077 -6.5416
C 3.6727 -1.8321 2.3212
C -2.6198 4.1606 -0.4063
C -0.0387 3.6316 -1.0635
C -1.8941 -0.9667 1.0228
C -2.0190 4.9310 -1.4141
C 3.3466 -2.8922 3.1579
C -2.3990 -2.0878 3.0742
H -0.1585 5.2545 -2.4571
H 0.9954 3.4035 -1.2925
H 0.4871 2.4536 -6.1366
H -4.1172 -0.8246 3.4266
H 6.5272 -3.9697 3.6392
H 0.5064 2.1430 -3.6706
H -3.9134 -2.1182 4.6356
H 1.3979 -1.9938 -4.1865
H -3.3026 -2.7099 -0.1109
H -5.4846 -3.2155 1.1025
H -3.6403 4.3517 -0.1076
H 1.0079 0.5449 -7.6114
H -4.9955 -1.5067 1.2573
H -2.3256 2.5460 0.9704
H 1.3980 -1.6831 -6.6510
H 5.2928 -0.7842 1.3825
H -1.7413 -1.3217 3.4896
H 2.3106 -3.0884 3.3950
H -2.0417 -3.0818 3.3647
H -3.0879 -3.9055 1.1979
*
```